(1)
# C47H89Cl24F6MgN11O15

C47H89Cl24F6MgN11O15 as an isolated structure in a non-equilibrium geometry (wB97M-V/def2-TZVPD, OMol25).

CARTESIAN COORDINATES (ANGSTROEM)
1 Mg 16.529 19.063 16.112
2 C 17.894 16.659 15.675
3 O 16.692 16.337 16.374
4 O 17.961 17.991 15.448
5 C 19.149 16.250 16.471
6 F 20.251 16.793 15.913
7 F 19.183 16.729 17.739
8 F 19.188 14.896 16.560
9 C 16.332 14.918 16.323
10 C 14.812 14.894 16.510
11 H 14.585 15.646 17.154
12 H 14.418 15.089 15.462
13 H 14.365 13.984 16.919
14 H 16.982 14.440 17.012
15 H 16.563 14.487 15.329
16 H 17.973 15.955 14.797
17 C 14.717 19.727 14.215
18 O 15.906 20.432 13.866
19 O 14.731 19.072 15.420
20 C 13.559 20.717 14.207
21 F 13.649 21.580 15.293
22 F 13.591 21.477 13.050
23 F 12.401 20.066 14.279
24 C 16.351 20.449 12.509
25 C 17.721 20.921 12.444
26 H 18.218 20.727 11.450
27 H 17.846 21.975 12.682
28 H 18.249 20.316 13.229
29 H 15.665 21.132 12.002
30 H 16.113 19.498 12.033
31 H 14.560 19.061 13.311
32 C 15.615 8.724 18.700
33 C 14.606 9.561 17.885
34 O 13.457 9.835 18.257
35 N 15.087 9.999 16.692
36 C 14.311 10.972 15.958
37 H 16.106 7.985 17.967
38 H 14.998 8.174 19.392
39 H 16.334 9.373 19.237
40 H 16.055 9.881 16.472
41 H 13.249 10.697 15.791
42 H 14.715 11.228 14.977
43 H 14.384 11.907 16.511
44 C 17.828 19.825 19.560
45 C 16.586 19.020 19.270
46 O 16.192 18.916 18.095
47 N 15.996 18.303 20.225
48 C 14.811 17.581 19.827
49 H 17.768 20.658 18.785
50 H 18.709 19.241 19.487
51 H 17.756 20.367 20.526
52 H 16.479 18.103 21.134
53 H 14.431 17.183 20.800
54 H 15.082 16.848 19.086
55 H 14.119 18.313 19.396
56 C 20.076 8.787 16.086
57 C 19.153 9.767 16.702
58 O 18.124 10.049 16.111
59 N 19.462 10.187 17.946
60 C 18.642 11.246 18.488
61 H 19.487 7.915 15.866
62 H 21.053 8.452 16.403
63 H 20.240 9.218 15.082
64 H 20.473 10.280 18.032
65 H 18.603 12.112 17.901
66 H 19.135 11.578 19.467
67 H 17.644 10.803 18.543
68 C 15.501 16.556 13.233
69 C 14.758 16.464 11.910
70 O 14.050 17.377 11.545
71 N 15.034 15.345 11.213
72 C 14.410 15.076 9.935
73 H 16.342 17.257 13.051
74 H 15.975 15.602 13.459
75 H 14.907 16.906 14.079
76 H 15.631 14.602 11.586
77 H 13.413 14.664 9.992
78 H 15.012 14.280 9.467
79 H 14.358 15.894 9.246
80 C 17.524 15.351 22.578
81 C 18.139 16.301 21.572
82 O 18.074 17.482 21.765
83 N 18.849 15.835 20.537
84 C 18.791 14.511 20.048
85 H 16.989 15.836 23.384
86 H 18.313 14.725 23.001
87 H 16.889 14.591 22.108
88 H 19.310 16.540 20.006
89 H 19.725 14.240 19.606
90 H 17.957 14.385 19.317
91 H 18.600 13.805 20.836
92 C 17.228 23.219 15.307
93 C 17.834 21.994 15.896
94 O 17.112 21.171 16.556
95 N 19.110 21.806 15.796
96 C 19.844 20.633 16.379
97 H 17.845 23.742 14.659
98 H 17.020 23.933 16.139
99 H 16.277 22.974 14.815
100 H 19.707 22.377 15.257
101 H 20.814 20.639 15.855
102 H 19.358 19.713 16.016
103 H 19.767 20.720 17.411
104 C 23.039 13.838 17.883
105 C 22.343 12.713 17.280
106 O 22.090 11.676 17.916
107 N 22.078 12.676 15.988
108 C 22.055 13.812 14.986
109 H 24.141 13.739 17.685
110 H 22.881 13.839 18.996
111 H 22.805 14.836 17.512
112 H 21.692 11.828 15.615
113 H 21.360 14.596 15.274
114 H 21.743 13.413 14.022
115 H 23.053 14.235 14.783
116 C 11.548 17.496 16.246
117 C 11.489 18.649 17.292
118 O 10.477 18.887 17.945
119 N 12.595 19.413 17.336
120 C 12.716 20.610 18.090
121 H 12.408 16.882 16.232
122 H 11.303 17.901 15.235
123 H 10.727 16.770 16.384
124 H 13.353 19.186 16.703
125 H 13.740 21.003 17.964
126 H 12.549 20.375 19.181
127 H 11.949 21.330 17.831
128 C 15.755 10.520 12.727
129 C 16.495 11.859 12.928
130 O 16.235 12.937 12.340
131 N 17.523 11.704 13.765
132 C 18.444 12.810 13.963
133 H 16.207 9.993 11.874
134 H 14.698 10.735 12.497
135 H 15.866 9.847 13.588
136 H 17.609 10.796 14.280
137 H 18.124 13.461 14.845
138 H 18.487 13.429 13.072
139 H 19.435 12.405 14.160
140 C 12.996 13.484 13.139
141 C 12.307 12.148 13.379
142 O 12.486 11.206 12.651
143 N 11.380 12.070 14.425
144 C 10.672 10.887 14.802
145 H 13.999 13.332 12.839
146 H 13.058 14.267 13.880
147 H 12.504 13.949 12.329
148 H 11.187 12.960 14.792
149 H 11.089 10.083 14.207
150 H 9.602 10.950 14.572
151 H 10.727 10.710 15.878
152 C 15.354 12.899 19.518
153 C 14.632 12.524 20.810
154 O 14.883 13.117 21.803
155 N 13.757 11.499 20.799
156 C 12.919 11.120 21.951
157 H 15.270 14.026 19.684
158 H 14.814 12.585 18.641
159 H 16.345 12.556 19.564
160 H 13.585 11.003 19.969
161 H 11.953 11.570 21.788
162 H 13.320 11.452 22.922
163 H 12.778 10.066 21.908
164 C 10.831 14.387 19.052
165 Cl 9.804 15.745 19.340
166 Cl 10.258 12.921 19.889
167 Cl 11.034 14.137 17.265
168 Cl 12.448 14.773 19.692
169 C 22.634 18.722 18.918
170 Cl 22.391 20.435 19.207
171 Cl 22.021 18.248 17.382
172 Cl 24.427 18.484 18.851
173 Cl 21.818 17.913 20.306
174 C 25.067 16.758 13.616
175 Cl 23.691 16.434 12.548
176 Cl 26.017 18.290 13.385
177 Cl 24.460 16.983 15.255
178 Cl 26.195 15.441 13.625
179 C 19.053 16.784 9.938
180 Cl 18.874 15.083 9.503
181 Cl 19.619 16.943 11.582
182 Cl 20.145 17.641 8.830
183 Cl 17.509 17.524 9.765
184 C 9.721 17.044 12.423
185 Cl 11.456 17.226 12.555
186 Cl 9.265 15.404 12.886
187 Cl 8.912 18.274 13.395
188 Cl 9.123 17.112 10.738
189 C 22.146 20.786 11.841
190 Cl 22.278 20.190 10.235
191 Cl 21.701 19.467 12.944
192 Cl 23.725 21.484 12.312
193 Cl 20.782 21.965 11.813

Frontier orbital gap: 0.29735 hartree

These are the Löwdin partial charges, in e, on atoms 1 to 99:
1. Mg 0.715
2. C -0.438
3. O -0.085
4. O -0.189
5. C -0.524
6. F 0.057
7. F 0.109
8. F 0.108
9. C -0.199
10. C -0.034
11. H 0.021
12. H 0.083
13. H 0.041
14. H 0.084
15. H 0.089
16. H 0.152
17. C -0.407
18. O -0.109
19. O -0.198
20. C -0.480
21. F 0.108
22. F 0.109
23. F 0.149
24. C -0.267
25. C -0.109
26. H 0.080
27. H 0.060
28. H 0.090
29. H 0.122
30. H 0.108
31. H 0.144
32. C 0.011
33. C -0.525
34. O 0.008
35. N 0.035
36. C -0.043
37. H 0.111
38. H 0.069
39. H 0.069
40. H 0.079
41. H 0.089
42. H 0.064
43. H 0.060
44. C 0.029
45. C -0.477
46. O -0.026
47. N 0.039
48. C -0.051
49. H 0.091
50. H 0.055
51. H 0.101
52. H 0.126
53. H 0.105
54. H 0.065
55. H 0.082
56. C 0.008
57. C -0.559
58. O 0.006
59. N 0.037
60. C -0.067
61. H 0.084
62. H 0.086
63. H 0.093
64. H 0.105
65. H 0.055
66. H 0.120
67. H 0.057
68. C 0.017
69. C -0.592
70. O -0.043
71. N 0.021
72. C -0.068
73. H 0.093
74. H 0.062
75. H 0.080
76. H 0.082
77. H 0.075
78. H 0.091
79. H 0.072
80. C 0.020
81. C -0.549
82. O 0.022
83. N 0.035
84. C -0.089
85. H 0.090
86. H 0.091
87. H 0.059
88. H 0.077
89. H 0.077
90. H 0.084
91. H 0.078
92. C 0.026
93. C -0.505
94. O -0.041
95. N 0.070
96. C -0.030
97. H 0.051
98. H 0.114
99. H 0.097



(2)
# C47H95ClN5O10

A 9-piece molecular cluster, C47H95ClN5O10 overall in a non-equilibrium geometry (wB97M-V/def2-TZVPD, OMol25).

CARTESIAN COORDINATES (ANGSTROEM)
1 Cl -2.236 2.846 2.919
2 O -3.487 3.480 2.972
3 O -2.010 2.363 1.601
4 O -1.178 3.685 3.421
5 O -2.378 1.702 3.807
6 C 2.767 -9.367 -2.075
7 C 1.903 -9.059 -0.716
8 C 2.550 -9.182 0.657
9 N 1.425 -9.309 1.668
10 C 2.120 -9.169 3.004
11 C 1.738 -10.345 3.946
12 C 1.130 -10.220 5.237
13 C -0.612 -7.729 2.234
14 C 0.537 -8.261 1.699
15 C 0.722 -10.738 1.315
16 H 2.167 -8.922 -2.845
17 H 2.668 -10.496 -2.222
18 H 3.796 -9.059 -2.073
19 H 0.925 -9.516 -0.803
20 H 1.687 -7.953 -0.850
21 H 3.338 -8.355 0.826
22 H 2.964 -10.208 0.862
23 H 2.057 -8.108 3.394
24 H 3.136 -9.412 2.744
25 H 0.596 -9.718 12.017
26 H 1.996 -11.298 3.679
27 H 0.640 -9.218 5.533
28 H 1.435 -10.977 6.009
29 H -1.551 -8.245 2.382
30 H -0.793 -6.647 2.653
31 H 1.105 -7.411 1.520
32 H -0.797 -8.579 -0.178
33 H 0.344 -10.974 0.314
34 H -0.129 -10.709 2.041
35 H 1.304 -11.653 1.575
36 C 5.231 4.798 -1.235
37 C 4.473 3.606 -1.748
38 C 4.883 2.327 -0.993
39 C 3.899 1.146 -1.167
40 C 2.506 1.427 -0.695
41 C 1.886 2.673 -1.344
42 N 3.012 3.862 -1.465
43 O 2.629 4.967 -1.582
44 C 0.800 3.345 -0.498
45 C 1.506 2.498 -2.781
46 C 4.612 3.505 -3.289
47 H 6.269 4.464 -1.247
48 H 5.046 5.041 -0.175
49 H 5.047 5.674 -1.853
50 H 5.090 2.765 0.036
51 H 5.775 1.930 -1.467
52 H 4.418 0.313 -0.675
53 H 3.990 0.825 -2.219
54 H 2.283 1.544 0.336
55 H 1.825 0.631 -1.066
56 H -0.106 2.809 -0.577
57 H 0.707 4.415 -0.878
58 H 1.032 3.352 0.526
59 H 2.277 2.113 -3.409
60 H 1.310 3.450 -3.229
61 H 0.598 1.888 -2.926
62 H 4.085 2.649 -3.768
63 H 5.627 3.233 -3.309
64 H 4.572 4.454 -3.778
65 C 0.735 2.191 -12.552
66 C 0.730 1.494 -11.188
67 C 0.935 -0.005 -11.270
68 C 1.384 -0.669 -9.958
69 C 2.755 -0.083 -9.601
70 C 2.733 1.412 -9.394
71 N 1.939 2.162 -10.520
72 O 2.117 3.294 -10.684
73 C 4.124 2.095 -9.459
74 C 2.021 1.835 -8.056
75 C -0.523 1.808 -10.384
76 H 1.676 2.067 -13.053
77 H 0.573 3.257 -12.511
78 H -0.104 1.759 -13.108
79 H 1.750 -0.200 -11.947
80 H -0.037 -0.450 -11.620
81 H 1.639 -1.779 -10.102
82 H 0.703 -0.650 -9.104
83 H 3.701 -0.417 -10.172
84 H 3.089 -0.415 -8.581
85 H 4.533 1.838 -10.418
86 H 4.837 1.744 -8.715
87 H 4.002 3.178 -9.334
88 H 2.568 1.284 -7.321
89 H 0.907 1.737 -8.001
90 H 2.275 2.978 -7.924
91 H -0.478 1.248 -9.472
92 H -1.336 1.330 -10.958
93 H -0.681 2.836 -10.191
94 C -6.955 4.350 2.357
95 C -7.133 2.866 2.614
96 C -6.736 2.625 4.094
97 C -7.688 3.364 5.073
98 C -9.075 2.789 4.891
99 C -9.618 2.771 3.498
100 N -8.490 2.474 2.497
101 O -8.788 1.811 1.499
102 C -10.164 4.167 3.180
103 C -10.740 1.744 3.306
104 C -6.152 2.054 1.675
105 H -7.518 4.736 1.540
106 H -5.857 4.606 2.408
107 H -7.431 4.917 3.281
108 H -5.659 2.889 4.228
109 H -6.674 1.572 4.421
110 H -7.657 4.470 5.011
111 H -7.251 3.121 6.052
112 H -9.816 3.310 5.485
113 H -9.135 1.755 5.176
114 H -10.971 4.247 3.887
115 H -10.488 4.287 2.140
116 H -9.446 4.911 3.354
117 H -11.429 1.963 4.145
118 H -10.408 0.715 3.420
119 H -11.231 2.004 2.380
120 H -6.255 2.265 0.607
121 H -6.167 0.987 1.640
122 H -5.152 2.401 1.886
123 C -1.267 1.051 7.062
124 C 0.042 1.800 6.787
125 C -0.289 3.269 6.613
126 C 0.991 4.142 6.459
127 C 1.810 4.050 7.740
128 C 2.140 2.566 8.238
129 N 0.976 1.627 8.014
130 O 0.918 0.679 8.704
131 C 2.587 2.622 9.707
132 C 3.226 1.795 7.451
133 C 0.649 1.037 5.579
134 H -1.668 1.435 7.985
135 H -1.170 -0.005 7.226
136 H -1.838 1.195 6.153
137 H -0.751 3.596 7.493
138 H -0.933 3.279 5.733
139 H 0.705 5.188 6.232
140 H 1.661 3.806 5.618
141 H 1.289 4.462 8.633
142 H 2.769 4.524 7.597
143 H 2.507 1.663 10.149
144 H 2.219 3.358 10.350
145 H 3.610 2.963 9.598
146 H 2.910 1.498 6.501
147 H 3.628 0.880 8.037
148 H 4.124 2.325 7.293
149 H -0.147 0.841 4.836
150 H 0.924 0.052 5.923
151 H 1.461 1.436 4.914
152 C 5.012 -1.799 -4.560
153 C 4.425 -0.607 -5.361
154 O 4.509 0.598 -4.988
155 O 3.815 -0.816 -6.482
156 H 4.497 -2.653 -4.924
157 H 4.927 -1.852 -3.494
158 H 6.083 -1.996 -4.754

Net charge: +3
Frontier orbital gap: 0.04473 hartree

These are the Löwdin partial charges, in e, on atoms 1 to 99:
1. Cl 0.613
2. O -0.366
3. O -0.342
4. O -0.357
5. O -0.395
6. C -0.043
7. C -0.247
8. C -0.137
9. N -0.257
10. C -0.094
11. C -0.126
12. C 0.067
13. C 0.053
14. C -0.277
15. C 0.056
16. H 0.058
17. H 0.093
18. H 0.060
19. H 0.023
20. H 0.113
21. H 0.179
22. H 0.147
23. H 0.167
24. H 0.109
25. H 0.083
26. H 0.053
27. H 0.085
28. H 0.080
29. H 0.054
30. H 0.126
31. H 0.098
32. H 0.160
33. H 0.093
34. H 0.114
35. H 0.111
36. C -0.024
37. C -0.470
38. C -0.103
39. C -0.155
40. C -0.114
41. C -0.374
42. N 0.025
43. O 0.199
44. C 0.003
45. C -0.009
46. C 0.032
47. H 0.111
48. H 0.107
49. H 0.096
50. H 0.144
51. H 0.131
52. H 0.124
53. H 0.115
54. H 0.106
55. H 0.147
56. H 0.082
57. H 0.118
58. H 0.072
59. H 0.064
60. H 0.093
61. H 0.125
62. H 0.072
63. H 0.088
64. H 0.095
65. C -0.005
66. C -0.450
67. C -0.124
68. C -0.154
69. C -0.150
70. C -0.406
71. N -0.004
72. O 0.220
73. C -0.004
74. C 0.022
75. C 0.011
76. H 0.094
77. H 0.089
78. H 0.112
79. H 0.124
80. H 0.152
81. H 0.149
82. H 0.114
83. H 0.163
84. H 0.109
85. H 0.086
86. H 0.112
87. H 0.086
88. H 0.064
89. H 0.085
90. H 0.128
91. H 0.063
92. H 0.120
93. H 0.091
94. C 0.018
95. C -0.455
96. C -0.099
97. C -0.150
98. C -0.139
99. C -0.451



| no. | electronic energy (eV) |
| --- | --- |
| 1 | -419581.5532 |
| 2 | -90670.1392 |